No. 1
Entry from the OMol25 dataset: a 2-piece molecular cluster, C32H55F3IN2O4P overall at a distorted geometry (wB97M-V/def2-TZVPD).

Last column: Mulliken charge in e.
Element x y z (Å)
C1 4.28045 -1.31686 -4.84739  -0.125
C2 3.53455 -1.11836 -3.93074  -1.763
C3 2.87057 -0.60347 -2.77696  1.457
C4 3.15332 -0.98885 -1.49520  -0.362
C5 4.20998 -2.00516 -1.16259  0.028
C6 5.59925 -1.32479 -1.01303  0.204
O1 6.61023 -1.89136 -1.24528  -0.453
I1 5.75124 0.75333 -0.37133  -0.009
N1 2.33148 -0.23232 -0.66795  0.860
C7 2.32802 -0.31004 0.79074  -0.819
C8 2.13438 -1.76218 1.32997  -1.197
C9 3.15082 -2.03682 2.46007  -0.373
C10 3.49799 -3.52076 2.64737  -0.559
C11 4.33359 -3.70745 3.93484  -0.879
C12 3.53696 -3.44230 5.22465  -0.376
C13 4.30224 -3.84915 6.50103  -0.958
C14 4.00608 -5.29092 6.93276  -0.595
O2 4.45774 -6.19570 5.93066  -0.346
C15 3.41492 -7.05402 5.48163  -0.639
C16 1.59437 0.58884 -1.44604  -0.317
P1 0.44942 1.80271 -0.60987  -0.236
C17 -1.28399 1.18154 -0.54561  1.488
C18 -2.09553 2.20970 0.29908  -1.136
C19 0.57135 3.41883 -1.50607  -0.356
C20 1.09194 4.52438 -0.54221  -1.318
N2 1.89220 0.37658 -2.75040  0.648
C21 1.40509 1.02730 -3.98365  -1.569
C22 -0.10400 1.10279 -4.11227  0.290
C23 -0.81074 -0.25103 -3.93979  -0.230
C24 -2.23532 -0.23956 -4.53523  -1.138
C25 -2.98727 1.04099 -4.17239  0.541
C26 -4.51883 1.01329 -4.44249  -1.020
C27 -5.17011 1.12265 -3.06182  0.047
C28 -6.70637 0.99573 -3.03782  -1.346
H1 5.01341 -1.42392 -5.61849  0.460
H2 4.02291 -2.55875 -0.24250  -0.412
H3 4.33286 -2.66762 -2.02054  0.575
H4 1.51043 0.27555 1.20854  0.615
H5 3.23797 0.13872 1.19367  0.151
H6 1.12955 -1.84451 1.75472  0.503
H7 2.18762 -2.49816 0.52416  0.658
H8 2.73845 -1.59556 3.37331  0.401
H9 4.09911 -1.50720 2.28968  0.227
H10 2.61789 -4.17351 2.63672  0.343
H11 4.14928 -3.83416 1.81846  0.297
H12 5.17276 -2.99682 3.88960  0.364
H13 4.79070 -4.70114 3.94854  0.389
H14 2.59092 -3.99313 5.13474  0.213
H15 3.31345 -2.37495 5.31506  0.406
H16 5.37621 -3.65279 6.42054  0.386
H17 3.92967 -3.20767 7.31354  0.342
H18 4.49276 -5.48008 7.89880  0.339
H19 2.92200 -5.36475 7.08629  0.409
H20 2.69517 -6.53110 4.83846  0.228
H21 3.88756 -7.87249 4.93201  0.238
H22 2.91179 -7.49674 6.35075  0.359
H23 -1.76973 1.08891 -1.51527  -1.164
H24 -1.27128 0.21938 -0.02103  0.493
H25 -1.80753 2.20209 1.35263  0.450
H26 -3.16767 2.02928 0.21254  0.095
H27 -1.84709 3.21561 -0.06720  0.131
H28 -0.35180 3.71088 -2.01453  0.519
H29 1.32822 3.28641 -2.29096  0.275
H30 0.79888 4.25449 0.47647  0.330
H31 0.68818 5.49362 -0.83203  0.375
H32 2.18432 4.50584 -0.55463  0.377
H33 1.84106 0.47684 -4.81814  0.460
H34 1.81742 2.04209 -3.98583  0.231
H35 -0.56518 1.83750 -3.44931  -0.312
H36 -0.31801 1.44332 -5.13392  0.663
H37 -0.82234 -0.57926 -2.89574  0.237
H38 -0.23560 -0.99832 -4.51026  0.439
H39 -2.18637 -0.29461 -5.63018  0.321
H40 -2.81780 -1.09492 -4.17590  0.328
H41 -2.59163 1.90163 -4.72511  0.262
H42 -2.91403 1.26335 -3.10385  -0.433
H43 -4.85612 0.13387 -5.00285  0.330
H44 -4.80340 1.90540 -5.01397  0.352
H45 -4.76459 0.32171 -2.43093  0.300
H46 -4.89958 2.09405 -2.63742  0.116
H47 -7.18703 1.36853 -3.94724  0.366
H48 -7.00998 -0.03449 -2.82633  0.305
H49 -7.09641 1.58072 -2.19658  0.316
C29 -4.98606 5.17415 -0.12513  -0.659
C30 -4.50116 5.14704 1.32237  -0.233
O3 -5.28551 4.38230 2.20189  -0.388
C31 -5.07856 2.92683 2.24542  -0.161
O4 -3.82882 2.57592 2.35464  -0.766
C32 -5.76777 2.20375 1.05000  0.675
F1 -6.95605 2.76433 0.68752  -0.310
F2 -6.05843 0.92221 1.36233  -0.318
F3 -5.00791 2.16170 -0.06114  -0.237
H50 -6.07324 5.24437 -0.17016  0.284
H51 -4.55235 6.03129 -0.65054  0.416
H52 -4.68228 4.28113 -0.66731  -0.175
H53 -4.57236 6.17066 1.70590  0.363
H54 -3.44310 4.86851 1.38142  0.192
H55 -5.75712 2.65966 3.08821  0.221

Output
lowest unoccupied orbital energy	-0.9	eV
gap between HOMO and LUMO	5.1	eV
total charge	0
spin multiplicity	1



No. 2
Entry from the OMol25 dataset: C32H56Br5Cl4FLiN2NaO11P2S as an isolated structure at a distorted geometry (wB97M-V/def2-TZVPD).

Last column: Mulliken charge in e.
Element x y z (Å)
C1 0.32389 1.10790 2.98858  -0.488
O1 0.35508 -0.26761 2.56298  -0.143
C2 1.56056 -0.91544 2.85626  -0.638
C3 2.12148 -1.66645 1.62659  -0.544
C4 1.00147 -2.20777 0.65913  -0.586
C5 0.76010 -1.22775 -0.50227  -0.043
C6 -0.46961 -0.49796 -0.54627  0.154
C7 -1.61488 -0.64326 0.45851  0.328
C8 -1.98269 0.70168 1.16144  -1.419
F1 -2.76357 -0.99155 -0.33818  -0.322
C9 -0.66610 0.43231 -1.60756  -0.636
C10 0.33033 0.61765 -2.57246  0.678
P1 0.04502 1.86253 -4.00405  -0.004
O2 1.30453 2.84605 -4.05722  -0.361
Br1 -1.72118 3.21083 -3.60782  -0.189
N1 1.47333 -0.13481 -2.49883  0.424
P2 2.69814 0.14814 -3.78988  0.249
S1 3.93479 1.44522 -3.11150  -0.267
C11 1.69067 -1.03529 -1.50562  1.542
C12 2.98704 -1.82285 -1.51517  -1.729
C13 2.86752 -3.27483 -2.16635  -0.960
C14 1.71550 -3.43759 -3.19999  -0.083
C15 0.57415 -4.29237 -2.55609  -1.164
C16 -0.82415 -3.84781 -3.03968  0.926
C17 -1.95006 -4.85662 -2.70607  -0.924
O3 -3.12641 -4.18631 -2.16970  -0.396
C18 -3.94882 -3.70889 -3.09551  0.897
C19 -4.52651 -2.30934 -2.81372  -0.832
O4 -4.30200 -4.29633 -4.11156  -0.749
H1 0.91452 1.31259 3.89806  0.327
H2 -0.70712 1.42283 3.20330  -0.150
H3 0.66559 1.74328 2.14612  0.364
H4 2.31645 -0.15365 3.13742  0.491
H5 1.52202 -1.61448 3.71262  -0.127
H6 2.74633 -2.51694 1.95863  -0.082
H7 2.71310 -0.92849 1.05139  0.362
H8 0.08042 -2.50688 1.16987  0.611
H9 1.40373 -3.13701 0.18571  -0.095
H10 -1.49155 -1.46140 1.17508  0.395
H11 -1.30354 1.47732 0.77608  0.286
H12 -3.00687 0.98210 0.89567  0.501
H13 -1.94172 0.58239 2.24764  0.200
H14 -1.60158 0.99638 -1.64369  0.116
H15 0.91217 3.82222 -4.21984  0.158
H16 2.11885 0.43490 -5.02960  0.142
H17 3.34615 -1.10604 -3.94470  0.055
H18 3.35273 -1.95567 -0.44881  0.702
H19 3.82176 -1.31234 -2.02174  0.137
H20 2.68816 -4.02627 -1.34857  0.597
H21 3.83327 -3.51174 -2.65178  0.272
H22 2.11840 -4.04254 -4.03459  0.609
H23 1.36899 -2.49572 -3.65117  -0.144
H24 0.64094 -4.35016 -1.45301  0.429
H25 0.70678 -5.34152 -2.89471  0.376
H26 -0.76165 -3.77670 -4.14271  -0.429
H27 -1.09173 -2.85200 -2.64125  -0.083
H28 -1.58367 -5.49491 -1.88100  0.483
H29 -2.18148 -5.54677 -3.53136  0.368
H30 -5.50694 -2.16302 -3.30679  0.373
H31 -3.86220 -1.52880 -3.22756  0.086
H32 -4.66778 -2.13601 -1.73322  0.374
C20 -4.79229 4.75222 -1.29235  -0.351
Br2 -5.08705 5.76099 0.31724  0.018
Br3 -4.07816 3.00158 -0.90331  0.097
Br4 -6.38387 4.64777 -2.38579  -0.066
H33 -4.04336 5.27951 -1.87026  0.342
C21 0.01043 0.16491 -7.26214  -1.543
C22 0.07750 -1.01474 -6.32802  0.793
O5 0.59507 -0.93490 -5.21014  -0.139
N2 -0.45169 -2.18486 -6.74999  -0.106
C23 -1.09671 -2.47238 -8.01949  -1.035
H34 0.47087 1.03048 -6.79009  0.256
H35 0.55033 -0.05453 -8.18484  0.410
H36 -1.02802 0.41043 -7.48643  0.403
H37 -0.37157 -2.92989 -6.07684  0.088
H38 -2.11560 -2.81246 -7.82718  0.275
H39 -0.54746 -3.27078 -8.52012  0.333
H40 -1.12607 -1.59992 -8.66293  0.431
C24 -2.69734 3.69545 4.18012  0.643
O6 -2.40229 2.65764 3.51706  -0.764
O7 -4.03691 3.69313 4.58142  -0.545
O8 -2.00826 4.66111 4.50457  -0.697
H41 -4.24263 2.83913 4.17234  0.299
C25 1.48898 4.74091 1.89619  -1.211
C26 0.96739 4.10511 0.63311  0.919
O9 -0.09401 3.52067 0.61186  -0.427
C27 1.81062 4.21591 -0.61328  -0.992
H42 0.77434 4.57761 2.70339  0.220
H43 2.44424 4.28967 2.17346  0.303
H44 1.61315 5.81498 1.74869  0.455
H45 2.77853 3.73712 -0.44978  0.295
H46 1.95303 5.26289 -0.88534  0.433
H47 1.30234 3.70785 -1.43264  0.096
C28 4.78882 -3.93494 4.56636  -0.044
Cl1 3.16714 -3.50243 5.11465  -0.101
Cl2 4.87097 -5.63539 4.17541  -0.087
Cl3 5.25426 -2.91822 3.15005  -0.171
H48 5.48764 -3.73090 5.37008  0.355
Li1 3.66615 -3.61053 0.05352  0.906
Br5 4.24505 -7.16715 6.17361  -0.829
O10 -2.81358 2.98610 7.95380  -0.539
C29 -1.66938 3.26131 8.16845  0.802
O11 -0.69677 2.67957 7.43618  -0.332
C30 0.67093 3.07348 7.47744  -0.282
C31 1.40832 2.40084 8.61935  -1.021
C32 -1.28477 4.18455 9.30174  -1.051
H49 0.76263 4.16063 7.50275  0.339
H50 1.10163 2.74967 6.52976  0.228
H51 0.99519 2.68538 9.58785  0.286
H52 2.46659 2.66838 8.60469  0.368
H53 1.31873 1.31621 8.54165  0.298
H54 -1.26270 3.61560 10.23115  0.261
H55 -2.03873 4.96543 9.37546  0.301
H56 -0.32961 4.68592 9.16038  0.346
Na1 -6.56953 -4.35408 -3.80417  0.976
Cl4 0.81738 4.56150 -5.92814  -0.668

Output
lowest unoccupied orbital energy	-3.6	eV
gap between HOMO and LUMO	1.7	eV
total charge	0
spin multiplicity	1



Which value of total charge does entry 2 give?
0